ORCA calculation (the ωB97M-V functional and the def2-TZVPD basis) on a cluster of 7 separate species, C32H58N2O20P in total.

For the LUMO energy, the calculation gives -3.40 eV. Its max |F| is 0.09415 Eh/bohr. The calculation puts the HOMO energy at -11.849 eV. The calculation puts the HOMO-LUMO gap at 8.45 eV. As for the total charge: +1. As for the total energy: -3209.44076 hartree.

Atoms and positions in Å:
P  0.2039  -1.9183  0.7602
O  -5.2937  3.0856  9.2794
O  0.0717  1.8908  6.7004
O  -6.7909  -2.4014  -0.1680
O  -1.6326  -1.8327  -4.1279
O  -7.2349  -1.4395  -6.5757
O  -3.3375  4.1909  9.4236
O  6.9698  -1.0534  -1.0230
O  1.4177  2.8205  5.1717
O  -8.7202  -1.3840  -0.7262
O  4.1770  3.1477  0.6313
O  -6.6402  -3.6102  -6.5581
O  0.8243  3.9885  7.0032
O  -7.7183  -2.7076  -4.7988
O  -3.3519  2.0230  8.8673
O  1.5008  -1.3324  -1.5192
O  -2.2985  -0.0108  -2.9673
O  -8.1256  -3.3137  -1.7183
O  5.7930  3.6543  -0.8262
O  3.8608  2.7763  -1.5708
O  -3.6197  -0.9009  -4.5522
N  1.0302  -0.7775  1.5114
N  0.8958  -2.3694  -0.8523
C  6.1944  4.2095  0.4276
C  1.2025  1.0126  -2.0843
C  -2.3239  -2.7378  -4.9995
C  1.3023  1.4412  4.8237
C  0.0732  1.0110  5.5758
C  -7.1518  -2.6754  -6.0293
C  -6.9035  -4.0462  -1.7554
C  8.2076  -0.7006  -0.3874
C  -8.1001  -0.6583  -5.7474
C  1.8082  -3.5519  -0.7042
C  1.8663  1.2351  -3.4969
C  0.5308  -0.4018  -2.1037
C  0.7779  2.9973  6.3536
C  -4.1103  3.0990  9.1988
C  -1.3786  1.3852  0.0563
C  -7.9548  -2.2789  -0.8574
C  -2.4996  -0.8369  -3.8038
C  -3.3974  -1.8658  -5.5861
C  -0.2921  2.4233  -0.4123
C  8.9249  0.4477  -1.1798
C  -6.2710  -3.7013  -0.4343
C  4.5450  3.1565  -0.6734
C  4.5339  -1.2515  -0.6555
C  -2.0185  2.4880  8.6514
C  -1.9765  3.7588  9.4537
C  5.3351  3.4596  1.4082
C  0.2115  2.1983  -1.8714
C  4.3251  -2.8135  -0.7347
C  -8.0038  -1.3581  -4.4198
C  3.0887  -3.2724  0.1325
C  5.9244  -0.8645  -0.0767
C  0.8360  2.5281  0.6661
H  -0.8105  3.4063  -0.4139
H  5.8833  0.2167  0.1903
H  -1.6519  -3.1433  -5.7533
H  5.7973  2.5273  1.7440
H  0.5254  1.9340  1.5510
H  -6.3116  -3.7026  -2.6082
H  8.4540  1.3929  -0.8364
H  4.1733  -3.1569  -1.7746
H  -7.1804  -0.9835  -3.8050
H  -0.4758  -0.4481  -1.6499
H  -5.1828  -3.6810  -0.4820
H  8.0134  -0.3184  0.6345
H  1.1986  1.3196  3.7464
H  5.0698  4.0564  2.2790
H  0.4449  -0.6945  -3.1712
H  -6.5785  -4.3771  0.3676
H  1.8219  2.1614  0.3376
H  2.3395  2.2358  -3.4398
H  -9.1090  -0.6878  -6.1646
H  4.3678  -0.7682  -1.6361
H  5.2387  -3.3003  -0.3451
H  -1.8749  2.6631  7.5877
H  10.0058  0.4979  -0.9641
H  6.1179  -1.5043  0.8130
H  3.3921  -4.2155  0.6345
H  0.1178  -0.0287  5.8956
H  7.2586  4.0563  0.5978
H  1.2330  -4.3661  -0.2234
H  2.0938  -3.9340  -1.7055
H  0.9880  3.5809  0.9825
H  0.1042  -2.6946  -1.4395
H  -3.0678  -1.3468  -6.4885
H  2.6738  0.5122  -3.7096
H  -7.7656  0.3764  -5.7032
H  -1.9467  0.9285  -0.7749
H  2.2020  0.9167  5.1559
H  -0.9584  0.6338  0.7530
H  1.1057  1.3072  -4.2983
H  -0.8449  1.1668  5.0031
H  2.0420  0.9667  -1.3687
H  1.8271  -0.5099  0.9319
H  0.6933  3.1191  -2.2493
H  5.9868  5.2818  0.4220
H  2.9605  -2.5278  0.9381
H  -2.1200  1.9614  0.6530
H  -2.7299  -3.5611  -4.4064
H  8.8924  -1.5631  -0.2873
H  -1.1577  -1.5477  0.5209
H  -1.6815  3.5897  10.4926
H  -8.9267  -1.3019  -3.8457
H  -1.3189  4.5084  9.0170
H  3.7877  -0.8108  0.0418
H  -7.0948  -5.1121  -1.8652
H  0.1738  -3.0512  1.6389
H  8.7844  0.3034  -2.2676
H  -0.6654  2.0184  -2.5332
H  -1.2918  1.7529  8.9910
H  -4.3100  -2.4166  -5.8092

Mulliken atomic charge list, values in e, 4 entries:
1 P 0.257
2 O -0.516
3 O -0.249
4 O -0.334



ORCA calculation (the ωB97M-V functional and the def2-TZVPD basis) on a structure of composition C32H58O13Y.

For the LUMO energy, the calculation gives -7.74 eV. Its max |F| is 0.08354 Eh/bohr. The calculation puts the HOMO energy at -10.230 eV. The calculation puts the HOMO-LUMO gap at 2.49 eV. As for the total charge: +1. As for the total energy: -2269.69928 hartree.

Atoms and positions in Å:
Y  -3.7812  -2.0588  5.5651
O  0.2298  -1.9055  7.6881
O  -4.0777  1.8746  6.7193
O  -0.9214  -0.4953  2.4433
O  -8.1595  -0.5470  0.5107
O  3.8578  -2.3805  -6.7603
O  -3.7646  -5.3708  -3.6234
O  4.5672  -6.3319  0.8017
O  4.9578  6.3180  3.4106
O  2.0574  -3.2152  7.6619
O  -3.1261  2.8578  -5.7855
O  4.9823  -4.5583  2.2135
O  -6.4571  -0.9220  1.9005
O  -2.3183  4.8326  -6.6124
C  3.4916  -3.0977  7.5314
C  -3.6956  3.1082  6.2757
C  -8.7124  0.4400  -0.4289
C  4.2059  -5.4109  1.7611
C  2.4109  -6.9664  1.2269
C  -1.1377  5.6590  -6.5175
C  5.5674  7.1510  2.4463
C  -6.9871  -0.2295  0.9875
C  -3.3887  -4.5292  -2.5779
C  -0.6705  5.4522  -5.0472
C  4.8099  5.0871  1.4410
C  -3.9936  -4.5686  -4.7554
C  3.7107  -7.4647  0.7103
C  -6.5179  1.1446  0.4185
C  -0.2569  1.3313  1.0248
C  -1.3160  4.1776  -4.6136
C  3.0284  -1.8397  -7.7866
C  -7.3999  1.1581  -0.8405
C  -2.3603  3.8170  -5.6894
C  1.4562  -1.9876  7.6905
C  -2.2753  3.6077  6.3216
C  2.2158  -0.7771  -7.0257
C  4.9530  4.9415  2.9441
C  2.4676  -0.8366  7.6391
C  -2.8508  -3.2844  -3.2367
C  5.2467  6.4985  1.0586
C  3.2064  -2.2838  -5.4799
C  0.0929  -0.0196  1.5946
C  2.6063  -0.8870  -5.5788
C  3.6992  -1.6395  7.1890
C  -2.8562  -3.5576  -4.6844
C  2.7632  -5.7824  2.1535
H  -1.7689  3.7504  7.2761
H  3.4474  -7.9485  -0.2303
H  6.1662  6.3239  0.4999
H  4.0348  -1.5318  6.1575
H  -3.9596  3.1391  5.2187
H  -4.9867  -4.1286  -4.6642
H  -0.2095  2.1384  1.7559
H  -2.3359  4.6305  5.9496
H  4.5730  7.1715  0.5281
H  2.4475  0.0610  -7.6830
H  1.1628  -0.9902  -7.2093
H  4.0867  -8.2784  1.3304
H  -0.8176  6.1931  -4.2614
H  3.7664  4.8596  1.2231
H  2.2677  -0.0678  6.8928
H  -0.5126  3.4416  -4.5820
H  0.1588  -0.7012  0.7466
H  -9.0885  0.0073  -1.3559
H  -9.5413  1.0452  -0.0619
H  0.5708  1.5844  0.3624
H  3.3958  -0.1556  -5.4062
H  -1.9535  -4.0016  -5.1040
H  2.3149  -2.5928  -8.1209
H  -4.1694  3.8698  6.8951
H  3.7131  -3.7060  6.6544
H  -3.4982  -2.4167  -3.1090
H  1.9089  -0.6490  -4.7756
H  3.6546  -1.5652  -8.6355
H  0.4121  5.3318  -5.0879
H  3.8085  -2.3957  -4.5782
H  5.3583  8.2191  2.5071
H  -5.4359  1.2375  0.3249
H  -4.2045  -4.2891  -1.8960
H  -1.8677  4.1411  -3.6742
H  5.9159  4.5082  3.2147
H  -0.5024  5.1582  -7.2481
H  2.5869  -0.4012  8.6312
H  4.0413  -3.3019  8.4502
H  1.0876  0.2152  1.9737
H  -6.9975  0.6319  -1.7061
H  2.4905  -3.0994  -5.3774
H  -1.8506  -2.9489  -2.9628
H  4.2795  4.3022  3.5147
H  5.3461  4.3550  0.8371
H  2.1346  -4.8941  2.0904
H  -1.3518  6.7233  -6.6146
H  1.9575  -7.7709  1.8061
H  4.5561  -1.3491  7.7968
H  6.6289  7.0963  2.6878
H  -3.9688  -5.2594  -5.5982
H  -2.6460  -5.0640  -1.9858
H  1.6028  -6.7258  0.5362
H  -6.8847  1.8694  1.1453
H  -7.5608  2.1674  -1.2194
H  -1.1323  1.3562  0.3758
H  -3.0819  -2.7066  -5.3271
H  -1.7059  2.9952  5.6225
H  2.5967  -6.0938  3.1847

Mulliken atomic charge list, values in e, 4 entries:
1 Y 1.241
2 O -0.645
3 O -0.447
4 O -0.471



ORCA calculation (the ωB97M-V functional and the def2-TZVPD basis) on a cluster of 13 separate species, C32H59Cl2F21N4O16 in total.

For the LUMO energy, the calculation gives -6.79 eV. Its max |F| is 0.09783 Eh/bohr. The calculation puts the HOMO energy at -10.450 eV. The calculation puts the HOMO-LUMO gap at 3.66 eV. As for the total charge: +2. As for the total energy: -5694.25646 hartree.

Atoms and positions in Å:
Cl  1.8476  3.0390  4.2152
Cl  2.2625  0.7195  6.4781
F  12.0576  -1.7362  3.2164
F  -5.2900  -1.0082  -1.4260
F  3.8682  1.8894  -8.4411
F  -0.2098  7.5142  -6.1100
F  -6.2741  7.6779  5.3022
F  -4.4437  -0.6648  -3.2685
F  7.2100  2.9100  -4.9490
F  -1.8820  6.0263  -6.2220
F  -6.2705  7.9104  7.4015
F  -7.1292  -1.2730  6.8300
F  11.2464  0.0930  2.3744
F  10.9103  -0.4434  4.5241
F  -4.9252  9.1456  6.1133
F  7.0782  4.7326  -3.8469
F  1.8303  2.3112  -9.0689
F  8.5849  3.3175  -3.2698
F  -5.0739  -1.0387  7.1818
F  -5.8125  -0.4832  5.2371
F  -6.5926  -0.6013  -3.1323
F  0.1185  5.5391  -6.9974
F  2.8283  0.4121  -9.4020
O  -4.5688  5.7456  5.6950
O  0.6372  0.9303  -7.3259
O  6.3380  1.5076  -2.8414
O  -4.2365  -3.3267  -2.9841
O  -5.5241  -3.0370  4.4844
O  -0.8832  -2.8438  1.3264
O  8.6029  -0.8892  3.3623
O  9.7260  -2.3803  1.8823
O  -3.2295  7.1644  6.9517
O  0.9616  5.2022  -4.3848
O  5.5236  3.4450  -2.2140
O  0.9514  -1.0414  -0.5918
O  -1.2855  5.2927  -3.9156
O  -5.7486  -3.6788  6.6283
O  2.6106  0.4324  -6.2290
O  -6.4895  -3.3580  -3.3555
N  2.5649  -4.2372  0.7149
N  -1.3543  -5.8619  -0.8371
N  -0.2268  -5.4726  4.6089
N  4.0852  -1.8336  -3.3361
C  2.0444  0.8048  -7.2775
C  -0.0249  0.4842  -6.1782
C  9.7259  -1.5299  2.7910
C  1.6947  1.2884  3.9452
C  -5.3548  -2.7968  -2.9984
C  -5.1549  -4.3270  4.0412
C  -0.1490  5.6199  -4.6978
C  -3.5287  3.9996  4.5060
C  -1.2100  4.7684  -2.5825
C  -3.7771  4.5311  5.8426
C  -4.2853  6.8981  6.3676
C  4.4158  2.8374  -1.6360
C  -0.4717  -1.1799  -0.6075
C  -5.7548  -2.7877  5.8080
C  7.3020  -1.4289  3.1165
C  -6.5765  -4.7473  -3.8549
C  3.8204  3.8368  -0.7013
C  1.0077  0.6475  5.2122
C  6.7195  -0.9850  1.7972
C  6.3541  2.7013  -2.8614
C  -5.9239  -1.3228  6.2507
C  -6.2324  -4.9580  3.2688
C  -2.6686  4.6531  -2.0542
C  -0.3640  -1.0518  -6.3953
C  -6.0797  -5.8860  -2.8658
C  2.6620  1.4089  -8.5623
C  7.3614  3.4523  -3.7190
C  -1.3149  -1.6163  0.7147
C  -5.4658  -1.2365  -2.7092
C  -0.5410  6.2152  -6.0691
C  -5.4608  7.9259  6.3091
C  11.0159  -0.8692  3.2751
H  6.6499  -1.0139  3.8850
H  -2.8092  4.5868  6.3406
H  -1.3722  -5.1557  -0.1152
H  3.8037  4.8118  -1.1883
H  -3.1324  5.6370  -2.1242
H  0.7653  -0.3988  5.0262
H  5.7053  -1.3717  1.6975
H  7.2698  -2.5183  3.1004
H  -2.3689  -1.7178  0.4562
H  -1.3136  -0.8321  1.4718
H  -2.8068  4.2780  -1.0402
H  -7.6292  -4.9272  -4.0733
H  -0.9322  1.0851  -6.1160
H  -0.5960  5.4787  -2.0287
H  0.5292  -1.5765  -6.0562
H  3.3948  -2.0530  -4.0399
H  -1.1866  -1.4477  -5.7998
H  -0.8714  -0.2266  -0.9530
H  -6.5674  -5.7559  -1.8997
H  4.4055  3.8892  0.2169
H  -0.3101  -4.8568  3.8127
H  2.8154  3.4817  -0.4736
H  -0.8471  -5.0114  5.2590
H  -0.7512  3.7863  -2.6968
H  0.1370  1.1421  5.6427
H  0.5268  0.5098  -5.2385
H  -4.9961  -5.9277  -2.7557
H  1.6161  -4.1597  1.0526
H  -4.3315  -4.1597  3.3469
H  -4.4410  3.8818  6.4133
H  3.2617  -4.3587  1.4358
H  7.1894  -1.4562  0.9338
H  -0.6585  -1.2953  -7.4161
H  -6.4422  -6.8554  -3.2080
H  -1.9026  -6.6209  -0.4583
H  2.6824  0.8351  3.8607
H  -6.0873  -4.6347  2.2380
H  2.5471  -4.9425  -0.0078
H  4.6129  -1.0454  -3.6828
H  -5.9523  -6.0104  3.2239
H  -3.2188  2.9577  4.4259
H  4.6652  -2.6490  -3.1989
H  0.7540  -5.5885  4.8202
H  1.0904  1.1468  3.0491
H  -4.4489  4.0495  3.9239
H  -3.3908  4.0298  -2.5816
H  -2.7588  4.4923  3.9121
H  -0.6328  -6.3339  4.2722
H  4.5556  1.9161  -1.0706
H  6.7920  0.0970  1.6877
H  -7.1826  -4.7155  3.7445
H  -0.4010  -6.0827  -1.0870
H  2.4214  -3.3585  0.2379
H  3.7260  2.4808  -2.4009
H  3.4978  -1.5017  -2.5845
H  -4.9032  -5.0837  4.7842
H  -5.9752  -4.7525  -4.7640
H  -0.6480  -1.8858  -1.4191
H  -1.7278  -5.3899  -1.6481

Mulliken atomic charge list, values in e, 4 entries:
1 Cl -0.172
2 Cl -0.186
3 F -0.237
4 F -0.235



ORCA calculation (the ωB97M-V functional and the def2-TZVPD basis) on a structure of composition C32H60BaN2OP3.

For the LUMO energy (alpha / beta), the calculation gives -2.73 / -2.72 eV. Its max |F| is 0.10910 Eh/bohr. The calculation puts the HOMO energy (alpha / beta) at -8.480 / -8.480 eV. The calculation puts the HOMO-LUMO gap (alpha / beta) at 5.74 / 5.76 eV. The energy above the lowest of the compared OMol25 structures with the same formula, charge and spin is 67.5 kcal/mol. As for the total charge: +1. As for the total energy: -2489.35063 hartree.

Atoms and positions in Å:
Ba  0.7147  -1.0559  0.8580
P  2.0626  1.5594  -0.9857
P  1.6748  0.4733  3.6021
P  -2.0711  -2.5960  0.4119
O  3.2391  -4.6025  1.1506
N  -0.5560  -1.0730  -1.6977
N  -0.3607  1.1390  0.1152
C  -1.2009  -4.9326  1.7072
C  -3.0445  -5.2453  0.0122
C  4.5742  1.8427  0.3023
C  3.7198  -0.5256  0.0612
C  -0.7338  -1.5312  -4.4595
C  3.8892  0.8368  -0.6357
C  2.9419  -3.4969  1.0601
C  -1.6268  3.9687  0.4062
C  -3.4454  -1.9403  1.5910
C  1.7165  4.2934  -1.0193
C  -1.8046  3.0384  -0.7917
C  0.2598  -0.7289  -3.9448
C  -2.7100  -1.1967  2.7299
C  -0.7113  -4.7502  -0.7536
C  3.4577  3.5340  -2.6739
C  -4.3768  -0.9597  0.8636
C  -1.5727  -1.7808  -2.2194
C  -2.6784  -2.3255  -1.2975
C  3.3322  0.5681  4.3827
C  2.1089  3.2162  -2.0356
C  1.2554  2.2694  3.5855
C  -1.7599  -4.4776  0.3444
C  -1.8732  3.8718  -2.0603
C  1.2511  0.6147  -2.2186
C  -0.6480  1.9477  -0.7284
C  -1.7167  -2.0147  -3.5860
C  -4.2884  -3.0843  2.1599
C  4.6925  0.6212  -1.9144
C  1.0684  3.1484  -3.1573
C  -3.1109  2.2748  -0.6437
C  0.2969  -0.4048  -2.5587
C  0.6964  -0.0379  5.0693
H  1.0029  -0.2790  -4.5995
H  0.9276  4.1518  -3.5837
H  0.8668  -1.1068  5.2557
H  -2.4582  4.6797  0.4875
H  -5.0014  -2.6582  2.8840
H  0.2253  2.4041  3.2205
H  -0.7588  -1.7730  -5.5149
H  3.7191  2.7977  -3.4455
H  4.8820  1.5434  -2.4705
H  5.6783  0.2144  -1.6388
H  -3.5002  -4.9269  -0.9320
H  2.4612  4.4033  -0.2152
H  -2.1658  -0.3090  2.3597
H  -1.8557  -4.6601  2.5466
H  1.3663  2.4802  -3.9727
H  -1.0465  -4.4167  -1.7444
H  -0.9887  4.5051  -2.1925
H  3.1153  -1.2211  -0.5497
H  -4.9943  -1.4639  0.1082
H  1.0039  0.5358  5.9544
H  1.6077  5.2657  -1.5267
H  3.3231  -0.4399  1.0928
H  4.2768  3.6221  -1.9493
H  -2.0148  3.2444  -2.9488
H  -3.1065  -3.2476  -1.7231
H  -3.6904  -3.8330  2.6968
H  -2.7850  -6.3091  -0.0959
H  5.5889  1.4897  0.5442
H  -0.5412  -5.8365  -0.8078
H  -0.7108  4.5600  0.3403
H  1.3493  2.7035  4.5938
H  -4.8812  -3.5771  1.3781
H  0.7554  4.0339  -0.5563
H  -3.1465  1.7864  0.3346
H  -1.6039  3.3879  1.3339
H  3.7256  -0.4494  4.5103
H  -2.5511  -2.6163  -3.9329
H  4.7018  -1.0083  0.1731
H  4.2121  -0.1011  -2.5873
H  0.2610  -4.2778  -0.5406
H  1.9326  2.7959  2.8954
H  -3.5144  -1.6049  -1.2856
H  -1.1074  -6.0291  1.6974
H  4.0247  1.1323  3.7430
H  4.0242  1.9634  1.2500
H  -0.2002  -4.5163  1.9079
H  -3.9818  2.9435  -0.6897
H  -0.3755  0.1195  4.8897
H  3.2724  1.0545  5.3666
H  3.3658  4.5069  -3.1843
H  1.9477  0.6772  -3.0789
H  0.1108  2.7922  -2.7693
H  -3.2196  1.5228  -1.4352
H  -3.7940  -5.1703  0.8062
H  -3.4469  -0.8404  3.4656
H  -1.9949  -1.8450  3.2628
H  -2.7373  4.5530  -1.9998
H  4.6747  2.8414  -0.1463
H  -3.8255  -0.1373  0.3880
H  -5.0667  -0.5154  1.5986

Mulliken atomic charge list, values in e, 4 entries:
1 Ba 1.456
2 P 1.143
3 P 0.702
4 P 0.622